No. 1
Here is a 8-piece molecular cluster, C20H56O8 overall at a distorted geometry from the Open Molecules 2025 dataset. Energies are from ωB97M-V/def2-TZVPD.

Positions of all 84 atoms, in Å:
1 C 4.745 -0.296 2.840
2 C 3.555 0.130 3.708
3 C 2.984 -0.899 4.632
4 O 3.920 1.358 4.327
5 H 4.938 0.469 2.087
6 H 4.529 -1.257 2.374
7 H 5.613 -0.569 3.440
8 H 2.737 0.364 3.027
9 H 2.858 -1.836 4.088
10 H 1.971 -0.701 4.982
11 H 3.558 -1.104 5.535
12 H 4.787 1.287 4.733
13 C 16.826 -4.023 7.538
14 C 17.203 -2.609 7.276
15 C 16.711 -1.603 8.248
16 O 18.596 -2.564 7.302
17 H 15.789 -4.091 7.866
18 H 17.412 -4.506 8.320
19 H 16.732 -4.490 6.558
20 H 16.880 -2.416 6.254
21 H 16.824 -2.033 9.243
22 H 15.645 -1.375 8.230
23 H 17.358 -0.728 8.306
24 H 18.873 -3.248 6.688
25 C 9.852 -3.634 5.677
26 C 9.969 -3.353 7.125
27 C 11.053 -2.275 7.492
28 O 8.797 -2.707 7.548
29 H 10.759 -4.095 5.285
30 H 9.609 -2.728 5.122
31 H 9.057 -4.369 5.546
32 H 10.122 -4.215 7.775
33 H 12.016 -2.702 7.212
34 H 10.989 -1.944 8.529
35 H 10.987 -1.292 7.027
36 H 8.837 -1.771 7.338
37 C 9.177 -5.127 0.165
38 C 9.348 -5.658 -1.244
39 C 10.285 -4.844 -2.116
40 O 9.930 -6.985 -1.160
41 H 8.731 -4.143 0.305
42 H 10.109 -5.107 0.729
43 H 8.572 -5.853 0.710
44 H 8.391 -5.734 -1.761
45 H 10.643 -5.505 -2.905
46 H 11.219 -4.528 -1.650
47 H 9.733 -4.014 -2.557
48 H 10.013 -7.422 -2.010
49 C 5.790 -3.241 12.306
50 C 6.866 -4.131 13.117
51 C 6.792 -5.605 12.808
52 O 8.093 -3.527 12.956
53 H 4.788 -3.646 12.447
54 H 6.081 -3.279 11.257
55 H 5.683 -2.215 12.659
56 H 6.714 -4.067 14.194
57 H 6.875 -5.862 11.752
58 H 5.899 -5.996 13.295
59 H 7.647 -6.142 13.219
60 H 8.059 -2.707 13.454
61 C 6.881 1.582 9.089
62 C 7.818 2.211 8.003
63 C 9.295 2.367 8.439
64 O 7.899 1.285 6.954
65 H 6.435 2.401 9.654
66 H 7.398 0.930 9.792
67 H 6.139 0.953 8.598
68 H 7.458 3.175 7.644
69 H 9.525 1.637 9.216
70 H 9.394 3.358 8.881
71 H 10.018 2.381 7.623
72 H 8.326 1.752 6.232
73 C 14.799 2.476 5.367
74 O 14.257 3.382 4.454
75 H 14.602 2.870 6.364
76 H 14.459 1.444 5.276
77 H 15.887 2.429 5.319
78 H 14.243 4.283 4.785
79 C 5.813 -6.226 6.553
80 O 5.239 -5.076 7.168
81 H 6.842 -6.413 6.861
82 H 5.138 -7.039 6.818
83 H 5.918 -6.283 5.469
84 H 5.938 -4.510 7.503

Atomic forces in eV per Å
C -0.65 -1.12 0.32
C 0.62 0.60 -0.73
C -0.28 -1.03 0.63
O -0.68 0.41 0.29
H 0.25 -0.14 0.16
H -0.24 0.08 -0.48
H 0.26 0.60 0.20
H 0.03 0.39 -0.14
H 0.26 -0.18 -0.05
H 0.02 0.61 -0.07
H 0.36 0.04 -0.12
H 0.08 -0.27 0.04
C -2.13 -0.58 0.07
C -0.16 -0.01 -0.65
C -0.12 0.13 1.72
O 1.47 0.45 -0.21
H -0.25 0.14 0.30
H 0.29 -0.09 -0.44
H 0.82 -0.83 0.22
H -0.31 0.60 -0.15
H 0.15 -0.22 0.26
H 0.10 0.21 -0.61
H -0.32 0.23 -0.53
H 0.45 -0.02 0.01
C 0.27 -1.03 -0.62
C 1.00 3.40 1.24
C 0.60 -1.01 -0.39
O -2.10 -0.55 0.72
H 0.12 0.12 -0.16
H 0.07 -0.04 0.00
H -0.16 0.09 -0.21
H -0.07 -0.17 -0.25
H 0.41 0.32 0.43
H 0.19 -0.90 0.34
H -0.48 -0.24 -1.00
H 0.04 0.04 -0.12
C -0.04 -0.81 0.78
C 1.21 -0.33 -0.60
C -0.05 -0.03 -0.44
O -0.38 0.09 1.24
H -0.13 -0.03 -0.61
H 0.34 -0.02 -0.36
H -0.27 0.08 0.06
H -0.24 0.04 0.12
H -0.27 0.13 -0.40
H -0.30 0.24 0.47
H 0.34 0.23 -0.04
H -0.21 0.40 -0.20
C 0.40 -1.58 1.08
C -2.42 1.45 0.28
C 0.86 -0.20 -0.32
O 2.08 0.09 -0.81
H -0.05 -0.30 -0.27
H -0.12 0.14 0.02
H 0.62 0.07 0.04
H -0.93 -0.02 0.24
H -0.59 0.23 -0.19
H -0.07 -0.12 -0.42
H 0.08 0.19 0.47
H 0.17 0.04 -0.13
C 0.71 0.80 -0.63
C 1.22 -1.04 1.03
C -0.83 1.31 1.19
O -0.89 -0.73 -1.31
H -0.29 -0.22 0.05
H 0.32 0.10 -0.11
H -0.20 0.37 -0.04
H -0.39 0.02 0.05
H 0.31 -0.12 -0.29
H 0.20 0.09 0.42
H -0.24 -0.43 -0.15
H 0.10 -0.24 -0.25
C 0.89 0.65 1.37
O -0.59 -0.19 -1.33
H -0.19 -0.55 0.38
H -0.55 0.32 -0.33
H 0.26 0.02 -0.33
H 0.18 -0.26 0.25
C -0.04 -0.51 0.37
O 0.27 -0.02 -0.62
H -0.09 -0.14 0.64
H 0.37 -0.28 0.11
H -0.56 0.93 -0.37
H 0.10 0.08 -0.13

The value obtained for the relative energy (zero: lowest compared OMol25 entry of this formula, charge and spin) is 69.2 kcal per mole. The calculation puts the HOMO-LUMO gap at 10.12 eV. Its multiplicity is 1. The LUMO energy is 0.3025 eV.

Results of the Mulliken charge analysis, in e, for atoms 1 through 8: C -1.237; C 0.602; C -1.252; O -0.531; H 0.311; H 0.353; H 0.333; H 0.189

=====

No. 2
Here is a 7-piece molecular cluster, C20H58N4O9 overall at a distorted geometry from the Open Molecules 2025 dataset. Energies are from ωB97M-V/def2-TZVPD.

Positions of all 91 atoms, in Å:
1 C 2.038 -6.450 6.050
2 O 1.609 -5.045 6.132
3 C 1.761 -4.520 4.772
4 C 1.720 -2.975 4.916
5 C 2.193 -2.285 3.604
6 N 2.595 -2.577 5.982
7 H 3.097 -6.650 5.891
8 H 1.353 -7.077 5.480
9 H 1.700 -6.865 7.000
10 H 2.730 -4.854 4.402
11 H 1.011 -4.951 4.109
12 H 0.684 -2.714 5.133
13 H 3.200 -2.575 3.304
14 H 2.011 -1.213 3.674
15 H 1.595 -2.585 2.744
16 H 3.554 -2.813 5.771
17 H 2.253 -3.259 6.643
18 C -0.006 0.928 -3.598
19 O 0.293 0.126 -2.523
20 C -0.454 0.439 -1.331
21 C 0.648 0.489 -0.184
22 C 1.450 -0.769 0.009
23 N 0.119 0.917 1.107
24 H 0.265 1.983 -3.546
25 H -1.039 0.870 -3.941
26 H 0.621 0.583 -4.420
27 H -0.821 1.466 -1.323
28 H -1.270 -0.264 -1.163
29 H 1.414 1.163 -0.567
30 H 2.258 -0.571 0.713
31 H 1.915 -1.253 -0.850
32 H 0.877 -1.555 0.501
33 H -0.809 0.562 1.288
34 H 0.712 0.623 1.870
35 C 0.153 -2.664 -7.574
36 O -0.160 -1.302 -8.034
37 C 0.823 -0.351 -7.718
38 C 0.444 1.109 -8.090
39 C -0.932 1.588 -7.449
40 N 0.500 1.318 -9.550
41 H 1.048 -3.028 -8.079
42 H -0.628 -3.331 -7.938
43 H 0.158 -2.615 -6.486
44 H 0.811 -0.206 -6.637
45 H 1.794 -0.565 -8.164
46 H 1.177 1.656 -7.498
47 H -1.820 1.013 -7.708
48 H -1.009 2.640 -7.723
49 H -0.942 1.588 -6.359
50 H -0.434 1.373 -9.931
51 H 0.836 0.470 -9.984
52 C -3.173 -2.218 3.991
53 O -1.867 -1.806 3.691
54 C -1.781 -0.366 3.618
55 C -1.002 0.054 4.764
56 C -1.651 -0.105 6.148
57 N -0.444 1.403 4.588
58 H -3.859 -1.844 3.231
59 H -3.492 -1.922 4.990
60 H -3.308 -3.296 4.068
61 H -1.171 -0.309 2.716
62 H -2.632 0.307 3.516
63 H -0.238 -0.709 4.911
64 H -1.800 -1.136 6.469
65 H -2.625 0.382 6.108
66 H -1.040 0.362 6.921
67 H 0.495 1.246 4.925
68 H -0.284 1.520 3.598
69 O -3.997 3.911 1.562
70 C -2.687 3.538 1.891
71 C -2.086 3.115 0.547
72 O -0.726 3.457 0.380
73 H -3.996 4.805 1.212
74 H -2.475 4.531 2.285
75 H -2.754 2.796 2.686
76 H -2.458 3.746 -0.260
77 H -2.311 2.060 0.384
78 H -0.242 2.644 0.544
79 O 3.137 3.911 -2.966
80 C 2.457 4.765 -2.039
81 C 0.847 4.622 -2.209
82 O 0.498 4.836 -3.609
83 H 2.831 4.273 -3.801
84 H 2.677 4.374 -1.046
85 H 2.712 5.820 -2.141
86 H 0.374 5.410 -1.624
87 H 0.613 3.612 -1.872
88 H -0.423 4.697 -3.844
89 O -1.993 -2.284 0.782
90 H -1.151 -2.622 0.476
91 H -2.069 -2.605 1.680

Atomic forces in eV per Å
C -2.04 0.35 2.05
O 0.89 -1.92 -2.29
C -0.03 0.57 1.18
C 0.84 -0.51 -2.55
C -1.35 -0.61 -0.04
N -0.94 0.20 0.70
H -0.11 0.41 -0.25
H 0.31 0.44 -1.29
H 0.81 0.19 0.65
H 0.30 0.17 -0.11
H -0.33 0.13 0.04
H 0.03 0.27 0.13
H 0.26 0.38 0.47
H 0.60 0.09 0.15
H -0.34 -0.25 0.00
H 0.16 -0.12 -0.13
H 0.85 0.24 1.28
C 0.23 0.38 -1.95
O -0.67 -0.09 1.70
C 2.20 0.37 0.95
C -0.18 -1.06 -1.07
C 0.24 -1.47 0.39
N -0.26 0.65 -0.35
H 0.01 0.28 0.78
H -0.31 -0.15 0.16
H -0.06 -0.26 -0.13
H -0.36 0.03 -0.54
H 0.07 -0.16 0.08
H -0.37 0.80 0.05
H 0.18 0.19 0.04
H -0.17 0.50 -0.35
H -0.37 -0.07 0.05
H 0.03 -0.22 -0.30
H 0.14 -0.05 -0.04
C -0.60 1.67 -0.86
O -0.08 -1.24 -0.54
C -1.20 1.29 0.77
C -1.60 -1.30 0.31
C 1.04 -0.13 -0.46
N -0.15 0.19 0.46
H 0.46 0.16 0.54
H -0.31 0.33 0.21
H 0.45 -0.49 0.00
H 0.90 -0.78 0.50
H 0.24 -0.28 0.24
H 0.45 0.49 -0.65
H 0.17 0.03 -0.57
H -0.43 -0.02 -0.20
H 0.55 -0.18 0.11
H -0.28 0.35 0.15
H 0.40 -0.10 0.00
C -0.97 -0.44 0.51
O -1.30 0.07 0.10
C 0.98 -1.12 -1.33
C 1.52 -0.47 2.77
C -0.93 0.69 -0.34
N 0.21 -0.73 0.08
H -0.27 0.04 0.08
H -0.07 0.66 0.03
H 0.68 -0.23 -0.56
H -0.11 0.63 0.13
H -0.92 -0.85 -0.19
H 0.80 0.12 -0.83
H 0.07 -0.13 -0.36
H -0.17 0.16 0.44
H 0.02 0.17 -0.16
H 0.38 0.80 0.40
H -0.13 0.40 -0.38
O -3.25 -0.72 -0.29
C -0.72 1.66 -0.60
C 1.05 1.33 0.15
O 0.49 -0.32 0.12
H 0.03 -0.15 -0.02
H 2.51 -0.56 0.40
H 0.34 -0.09 -0.15
H -1.33 -0.35 0.26
H 0.01 -0.08 -0.27
H 0.71 -0.32 0.62
O -0.47 0.96 0.47
C -2.30 -0.99 -0.46
C 1.58 0.45 -0.82
O 1.20 -0.09 0.41
H 0.12 -0.34 -0.57
H 0.09 0.34 0.05
H 0.32 -0.03 -0.03
H -0.09 -0.33 0.34
H -0.40 0.16 -0.04
H -0.07 -0.14 0.62
O -0.17 0.22 -0.40
H 0.21 -0.10 -0.14
H 0.07 0.04 0.50

The value obtained for the relative energy (zero: lowest compared OMol25 entry of this formula, charge and spin) is 180.2 kcal per mole. The calculation puts the HOMO-LUMO gap at 9.69 eV. Its multiplicity is 1. The LUMO energy is 0.4728 eV.

Results of the Mulliken charge analysis, in e, for atoms 1 through 8: C -0.834; O -0.386; C -0.964; C 0.868; C -1.375; N -0.772; H 0.313; H 0.327

=====

No. 3
Here is a 10-piece molecular cluster, C20H60O10 overall from the Open Molecules 2025 dataset. Energies are from ωB97M-V/def2-TZVPD.

Positions of all 90 atoms, in Å:
1 C -3.698 -0.513 -0.437
2 C -3.306 0.609 0.498
3 O -4.476 1.357 0.796
4 H -4.138 -0.102 -1.347
5 H -4.487 -1.115 0.026
6 H -2.866 -1.167 -0.691
7 H -2.570 1.258 0.005
8 H -2.800 0.217 1.385
9 H -4.237 2.039 1.430
10 C 0.483 -0.259 -0.340
11 C 0.644 1.173 0.115
12 O -0.071 1.420 1.326
13 H -0.541 -0.536 -0.577
14 H 0.875 -0.929 0.429
15 H 1.132 -0.359 -1.214
16 H 0.286 1.836 -0.685
17 H 1.705 1.420 0.241
18 H 0.089 2.342 1.562
19 C 3.915 1.348 -2.134
20 C 3.193 2.679 -2.248
21 O 1.836 2.454 -2.601
22 H 4.995 1.507 -2.177
23 H 3.667 0.682 -2.957
24 H 3.693 0.900 -1.165
25 H 3.690 3.312 -2.998
26 H 3.271 3.218 -1.293
27 H 1.399 3.312 -2.702
28 C -1.980 -3.912 -1.569
29 C -1.412 -5.114 -2.284
30 O -1.190 -4.777 -3.662
31 H -1.287 -3.074 -1.537
32 H -2.174 -4.198 -0.526
33 H -2.952 -3.637 -1.978
34 H -2.128 -5.939 -2.218
35 H -0.476 -5.418 -1.809
36 H -0.468 -5.303 -4.009
37 C -2.620 2.445 5.105
38 C -1.181 2.576 4.686
39 O -0.416 2.973 5.835
40 H -2.953 3.349 5.613
41 H -2.751 1.585 5.761
42 H -3.260 2.308 4.231
43 H -1.070 3.321 3.888
44 H -0.796 1.633 4.282
45 H 0.418 3.341 5.534
46 C -2.045 4.018 -2.367
47 C -1.080 4.192 -3.523
48 O 0.192 4.675 -3.074
49 H -3.034 3.718 -2.714
50 H -2.132 4.940 -1.790
51 H -1.682 3.223 -1.711
52 H -1.476 4.849 -4.303
53 H -0.892 3.230 -4.001
54 H 0.141 5.629 -2.975
55 C -0.187 -1.535 3.137
56 C -1.545 -2.084 2.794
57 O -1.447 -3.516 2.725
58 H -0.222 -0.448 3.058
59 H 0.558 -1.903 2.431
60 H 0.125 -1.876 4.124
61 H -1.877 -1.701 1.822
62 H -2.299 -1.786 3.531
63 H -2.324 -3.884 2.590
64 C 0.560 5.239 0.282
65 C 0.807 5.228 1.758
66 O 1.051 3.884 2.163
67 H 0.426 6.271 -0.045
68 H -0.321 4.654 0.008
69 H 1.395 4.806 -0.274
70 H -0.062 5.639 2.285
71 H 1.670 5.860 1.994
72 H 1.342 3.889 3.080
73 C 3.347 -2.582 -2.284
74 C 2.853 -3.602 -3.264
75 O 2.394 -4.769 -2.560
76 H 3.716 -1.712 -2.824
77 H 4.159 -2.976 -1.672
78 H 2.541 -2.275 -1.615
79 H 3.676 -3.888 -3.940
80 H 2.087 -3.187 -3.928
81 H 1.894 -5.309 -3.176
82 C 0.941 -5.629 1.013
83 C 1.896 -4.462 0.837
84 O 3.119 -4.858 0.262
85 H 1.315 -6.327 1.764
86 H 0.845 -6.154 0.063
87 H -0.028 -5.275 1.368
88 H 2.131 -4.009 1.804
89 H 1.404 -3.671 0.251
90 H 3.084 -4.785 -0.697

Atomic forces in eV per Å
C -0.62 0.01 0.12
C 0.58 0.06 -0.54
O -0.07 -0.05 0.24
H 0.17 -0.01 -0.06
H 0.14 -0.05 0.04
H 0.10 0.07 0.00
H -0.01 -0.06 0.04
H -0.25 0.07 0.15
H -0.04 0.03 -0.01
C 0.76 0.13 0.35
C -0.40 0.43 -0.21
O -0.07 -0.27 -0.19
H -0.07 0.10 -0.05
H -0.14 -0.08 -0.04
H -0.27 -0.19 -0.15
H -0.02 -0.02 0.13
H 0.00 -0.14 0.09
H 0.13 0.02 0.14
C 0.27 0.39 0.25
C 0.10 0.10 -0.28
O 0.29 -0.08 0.11
H -0.04 0.04 0.09
H -0.24 -0.03 0.03
H -0.09 -0.32 -0.18
H -0.12 -0.10 -0.02
H -0.07 -0.06 0.00
H -0.07 0.03 -0.03
C -0.24 -0.39 0.69
C 0.08 0.19 -0.24
O -0.02 0.11 0.18
H -0.04 0.09 -0.26
H 0.09 0.04 -0.09
H 0.14 0.24 -0.22
H 0.08 -0.08 -0.02
H 0.00 -0.03 -0.01
H -0.07 -0.13 -0.01
C -0.16 -0.05 -0.13
C 0.38 0.18 -0.07
O -0.15 -0.02 -0.18
H 0.03 -0.02 0.09
H -0.05 0.07 0.08
H 0.03 -0.10 -0.01
H -0.10 0.01 0.09
H -0.05 -0.01 0.05
H 0.05 -0.09 0.07
C 0.08 -0.17 -0.03
C -0.08 -0.14 -0.08
O -0.07 0.05 -0.15
H -0.02 0.08 -0.06
H -0.08 0.01 -0.01
H 0.02 0.10 0.08
H -0.02 0.08 0.11
H 0.09 0.01 0.05
H 0.04 0.01 0.07
C -0.01 -0.11 -0.03
C -0.17 -0.40 -0.34
O 0.01 0.17 0.11
H 0.18 0.00 0.16
H -0.05 0.01 -0.10
H -0.06 0.21 0.10
H 0.07 0.01 0.02
H 0.08 -0.02 0.07
H -0.03 0.04 0.00
C -0.02 -0.09 -0.49
C 0.03 0.22 0.15
O 0.03 0.07 0.12
H -0.09 -0.04 -0.10
H -0.03 0.11 0.10
H 0.06 0.07 0.12
H 0.04 -0.06 0.05
H 0.00 -0.08 0.04
H 0.02 -0.11 -0.02
C -0.13 0.09 0.29
C 0.48 -0.40 -0.72
O -0.06 0.52 -0.18
H -0.01 0.08 0.03
H 0.02 -0.03 -0.03
H 0.05 0.07 -0.02
H -0.07 -0.05 0.20
H -0.27 -0.05 0.33
H 0.05 -0.13 0.06
C 0.05 0.07 0.21
C -0.34 0.24 0.09
O 0.55 0.04 0.13
H 0.11 -0.05 -0.12
H -0.15 -0.06 0.02
H -0.05 0.02 -0.14
H -0.02 -0.08 0.03
H 0.11 -0.10 -0.10
H -0.35 -0.17 -0.05

The value obtained for the relative energy (zero: lowest compared OMol25 entry of this formula, charge and spin) is 22.7 kcal per mole. The calculation puts the HOMO-LUMO gap at 9.72 eV. Its multiplicity is 1. The LUMO energy is 0.2244 eV.

Results of the Mulliken charge analysis, in e, for atoms 1 through 8: C -1.006; C 0.933; O -0.637; H 0.374; H 0.341; H 0.060; H -0.393; H 0.009

=====

What is the formula in the first record?
C20H56O8